# 1
Density functional theory data (ωB97M-V/def2-TZVPD) for C3H3O2Y as an isolated structure.

Highest occupied orbital energy in eV: -17.98
LUMO level in Ha: -0.409
Kohn-Sham gap in eV: 6.8
Total charge: +2

CARTESIAN COORDINATES (ANGSTROEM)
O (-0.483, 1.011, 0.265)
C (0.940, -1.021, 0.444)
C (-1.503, 0.061, -0.181)
C (-0.249, -0.452, 0.270)
H (1.853, -1.415, -0.427)
H (-1.716, 0.117, -1.252)
H (-2.376, 0.051, 0.476)
O (1.998, -0.188, 0.197)
Y (1.536, 1.837, 0.207)

# 2
Density functional theory data (ωB97M-V/def2-TZVPD) for one molecule with the formula C4H9NO.

Highest occupied orbital energy in eV: -9.33
LUMO level in Ha: 0.042
Kohn-Sham gap in eV: 10.5
Total charge: 0
SMILES: CCO/C=N/C

CARTESIAN COORDINATES (ANGSTROEM)
C (-2.158, -0.071, -0.411)
C (-1.182, -0.749, 0.535)
O (-0.567, 0.300, 1.337)
C (0.673, 0.634, 0.938)
N (1.143, -0.038, -0.003)
C (2.361, 0.203, -0.663)
H (-2.624, 0.748, 0.136)
H (-1.679, 0.330, -1.319)
H (-2.929, -0.776, -0.729)
H (-1.619, -1.379, 1.307)
H (-0.498, -1.377, -0.055)
H (1.175, 1.476, 1.464)
H (2.717, -0.798, -0.926)
H (3.069, 0.750, -0.029)
H (2.118, 0.747, -1.583)

# 3
Density functional theory data (ωB97M-V/def2-TZVPD) for a 2-piece molecular cluster, C3H7O3 overall.

⟨S²⟩: 0.75
Highest occupied orbital energy (alpha / beta) in eV: -9.79 / -9.79
LUMO level (alpha / beta) in Ha: 0.024 / -0.125
2S+1: 2
Kohn-Sham gap (alpha / beta) in eV: 10.4 / 6.4
Total charge: 0

CARTESIAN COORDINATES (ANGSTROEM)
C (1.074, -1.444, 1.913)
O (0.096, -0.460, 2.187)
H (-0.499, -0.293, 1.447)
H (0.968, -1.846, 0.910)
H (2.048, -0.969, 1.947)
H (1.011, -2.246, 2.649)
C (-0.221, 1.512, -1.712)
C (-1.246, 0.428, -1.389)
O (-1.333, -0.110, -0.313)
O (-2.001, 0.165, -2.413)
H (-0.582, 2.451, -1.333)
H (0.044, 1.602, -2.760)
H (0.641, 1.209, -1.132)

# 4
Density functional theory data (ωB97M-V/def2-TZVPD) for C3H4ClFO as an isolated structure.

Highest occupied orbital energy in eV: -10.10
LUMO level in Ha: 0.022
Kohn-Sham gap in eV: 10.7
Total charge: 0

CARTESIAN COORDINATES (ANGSTROEM)
C (0.965, 1.137, -0.369)
C (-0.735, 0.348, -0.029)
C (-0.291, -1.018, 0.508)
O (1.730, 1.193, 0.530)
F (-0.466, -2.071, -0.418)
Cl (1.235, 1.721, -2.024)
H (-1.181, 0.982, 0.703)
H (-0.903, 0.061, -1.051)
H (0.744, -1.125, 0.912)
H (-1.099, -1.229, 1.239)

# 5
Density functional theory data (ωB97M-V/def2-TZVPD) for C37H27BrN7O8Re as an isolated structure.

⟨S²⟩: 3.77
Highest occupied orbital energy (alpha / beta) in eV: -10.46 / -10.45
LUMO level (alpha / beta) in Ha: -0.124 / -0.154
2S+1: 4
Kohn-Sham gap (alpha / beta) in eV: 7.1 / 6.3
Total charge: +1

CARTESIAN COORDINATES (ANGSTROEM)
Re (0.462, 0.041, -0.373)
O (3.088, 2.801, 3.413)
C (3.606, 3.262, 2.263)
C (4.739, 4.069, 2.355)
C (5.335, 4.564, 1.219)
C (4.818, 4.277, -0.047)
C (3.703, 3.481, -0.149)
C (3.080, 2.958, 0.994)
C (1.905, 2.112, 0.828)
O (1.588, 1.698, -0.382)
N (1.182, 1.779, 1.863)
N (0.082, 1.012, 1.479)
C (-0.940, 1.124, 2.242)
C (-2.240, 0.544, 1.934)
C (-3.314, 0.773, 2.783)
C (-4.556, 0.274, 2.415)
C (-4.667, -0.423, 1.226)
C (-3.526, -0.607, 0.448)
N (-2.339, -0.137, 0.791)
H (2.253, 2.336, 3.220)
H (5.140, 4.272, 3.338)
H (6.217, 5.183, 1.311)
H (5.283, 4.684, -0.934)
H (3.277, 3.255, -1.117)
H (-0.832, 1.750, 3.122)
H (-3.183, 1.336, 3.697)
H (-5.421, 0.436, 3.044)
H (-5.617, -0.819, 0.896)
H (-3.577, -1.151, -0.489)
N (-0.368, -2.382, -2.492)
C (-0.670, -2.726, -1.190)
C (-1.278, -3.969, -0.968)
C (-1.531, -4.373, 0.316)
C (-1.171, -3.539, 1.377)
C (-0.622, -2.324, 1.083)
N (-0.408, -1.896, -0.184)
C (0.618, -1.563, -3.008)
C (0.987, -1.764, -4.342)
C (1.961, -0.974, -4.898)
C (2.570, 0.009, -4.119)
C (2.152, 0.164, -2.827)
N (1.178, -0.602, -2.273)
H (-0.693, -3.063, -3.160)
H (-1.505, -4.607, -1.812)
H (-1.983, -5.338, 0.501)
H (-1.320, -3.828, 2.407)
H (-0.327, -1.637, 1.864)
H (0.507, -2.545, -4.915)
H (2.254, -1.123, -5.928)
H (3.346, 0.648, -4.513)
H (2.573, 0.919, -2.178)
Br (-2.159, 1.638, -6.636)
C (-2.437, 2.522, -4.984)
C (-3.198, 3.679, -4.941)
C (-3.386, 4.320, -3.724)
C (-2.818, 3.812, -2.567)
C (-2.063, 2.647, -2.625)
C (-1.870, 1.995, -3.839)
C (-1.437, 2.122, -1.374)
O (-1.457, 2.715, -0.321)
O (-0.873, 0.928, -1.542)
H (-3.635, 4.075, -5.848)
H (-3.977, 5.225, -3.686)
H (-2.944, 4.308, -1.615)
H (-1.282, 1.091, -3.883)
O (2.333, -2.627, -0.704)
C (2.696, -1.884, 0.189)
O (2.026, -0.812, 0.577)
C (3.979, -2.103, 0.927)
C (4.609, -3.338, 0.818)
C (5.799, -3.580, 1.486)
C (6.376, -2.583, 2.257)
C (5.740, -1.358, 2.335)
C (4.546, -1.092, 1.692)
N (6.361, -0.289, 3.141)
O (5.892, 0.825, 3.044)
O (7.299, -0.593, 3.846)
H (4.153, -4.102, 0.203)
H (6.281, -4.544, 1.407)
H (7.302, -2.738, 2.792)
H (4.080, -0.123, 1.790)

# 6
Density functional theory data (ωB97M-V/def2-TZVPD) for a 2-piece molecular cluster, C3H7NO2 overall.

Highest occupied orbital energy in eV: -10.69
LUMO level in Ha: 0.023
Kohn-Sham gap in eV: 11.3
Total charge: 0
SMILES: N=C=O.CCO

CARTESIAN COORDINATES (ANGSTROEM)
N (-0.776, -1.619, -1.519)
C (-0.717, -0.701, -2.308)
O (-0.710, 0.120, -3.147)
H (-0.456, -1.595, -0.548)
C (-0.432, 1.147, 0.573)
C (0.817, 0.290, 0.622)
O (0.428, -1.029, 1.009)
H (-1.188, 0.688, -0.071)
H (-0.863, 1.259, 1.571)
H (-0.199, 2.138, 0.172)
H (1.311, 0.268, -0.361)
H (1.534, 0.698, 1.348)
H (1.226, -1.557, 1.141)

# 7
Density functional theory data (ωB97M-V/def2-TZVPD) for a 4-piece molecular cluster, C3H12NO3 overall.

Highest occupied orbital energy in eV: -13.77
LUMO level in Ha: -0.170
Kohn-Sham gap in eV: 9.2
Total charge: +1

CARTESIAN COORDINATES (ANGSTROEM)
C (0.350, -0.733, 1.229)
C (1.453, -0.455, 2.019)
C (-0.776, -0.414, -0.855)
N (0.137, -0.039, 0.014)
H (-0.437, -1.450, 1.487)
H (2.215, 0.288, 1.683)
H (1.734, -1.156, 2.871)
H (-0.953, 0.197, -1.701)
H (-1.389, -1.312, -0.674)
H (0.670, 0.881, -0.128)
H (0.401, 1.392, -3.546)
H (-0.903, 1.952, -3.099)
O (-0.015, 1.933, -2.833)
H (-2.304, -3.090, 0.762)
H (-2.200, -3.369, 2.315)
O (-2.017, -2.724, 1.578)
H (1.174, 2.627, -1.143)
H (1.615, 3.152, 0.263)
O (1.246, 2.318, -0.242)

Table of F_max (eV Å⁻¹), in record order: 7.028; 0.868; 0.783; 6.760; 0.384; 0.694; 3.677